[1]
Here is a 13-piece molecular cluster, C74H167N9O18 overall from the Open Molecules 2025 dataset. Energies are from the ωB97M-V functional and the def2-TZVPD basis.

Computed properties:
E in Ha: -4766.298210
Gap between HOMO and LUMO in eV: 7.787

Geometry as ORCA input:
```
! RIJCOSX wB97M-V def2-TZVPD def2/J DEFGRID3
* xyz 0 1
O 5.1753 -4.6383 -4.5540
O -2.5096 -5.7364 -2.6264
O -6.6914 -1.0011 5.6729
O -4.8732 0.8808 -2.3193
O -0.2879 0.2248 -1.8447
O -4.0827 -6.7845 2.5016
O -5.5733 -3.2261 1.2439
O 2.7886 1.3421 -7.2956
O -1.3448 -4.3527 2.2226
O 0.0260 -7.2719 -1.6940
O -1.5194 -0.7483 -5.6489
O 6.4822 -2.3554 1.9353
O -4.7138 -5.5536 -0.8542
O -7.3284 -0.2127 -2.0724
O -2.7868 3.6415 -4.5795
O 2.2605 1.9249 -4.5704
O -0.9922 7.3846 -4.4646
O 1.4480 2.2722 8.0074
N -5.6300 -1.2587 6.5585
N 6.5481 -1.5130 3.0612
N 5.1381 -3.4566 -3.7915
N 0.1329 6.7413 -3.9057
N 0.5828 2.7904 7.0282
N -2.1249 1.7715 -3.5004
N -2.4446 -1.5736 -6.3473
N -0.6153 3.3839 -3.8683
N -0.3621 0.2567 -0.4417
C -4.8282 -2.5889 -7.5572
C 0.7546 0.8593 0.2832
C 2.0095 0.6485 -5.1586
C 8.8674 -0.6584 2.4175
C 1.0634 2.2477 -0.3331
C 2.7361 -3.0594 -4.3954
C -4.4552 -0.3857 -5.3999
C -6.0040 -3.6365 -0.0463
C 0.7644 8.3514 -2.2184
C -4.9621 -1.3731 8.9175
C -1.1035 6.6654 -1.8274
C -5.9705 1.7262 -2.2079
C -3.6361 -1.7086 -5.5210
C -4.5517 -2.7933 -6.0476
C 1.1691 2.7962 5.6966
C -0.3272 -0.0606 2.4400
C -2.3937 -1.2226 -0.6807
C 0.0757 3.3251 4.7386
C -0.9994 -0.9448 0.0718
C -3.4107 -5.6822 2.0009
C -3.4844 -2.5672 -8.3624
C -6.5573 0.4480 8.1002
C 2.1092 5.4007 -4.1687
C 8.5001 -2.7111 3.9207
C -0.3280 3.7851 7.6438
C 0.2768 1.1468 1.7250
C -1.9219 3.0158 -3.9449
C -3.5965 -0.8036 8.5530
C -2.6373 -0.1438 -8.3344
C 1.7062 0.7293 -6.6325
C -4.3198 -0.9144 6.0408
C 2.0349 0.0369 0.4327
C -1.2837 -5.1844 -2.2158
C 1.4993 1.3600 5.1887
C -1.2300 3.1374 8.7401
C 3.4255 -4.1437 -2.2594
C -0.9602 -2.0483 -8.1845
C -2.0414 -5.5235 2.6912
C 2.5761 5.7743 -2.7495
C 7.9656 -1.3323 3.4646
C -3.1696 -2.2494 -4.1493
C -3.2269 -1.1574 7.1210
C 0.5498 5.6979 -6.0819
C 6.4250 -2.9404 -3.2957
C -5.0707 -4.1969 -1.1009
C -1.2469 4.4137 6.5942
C -4.2250 0.5967 5.6610
C -7.2740 1.0745 -2.6831
C 2.3872 3.7328 5.6263
C 2.1551 7.5136 -5.2981
C -7.2885 -1.8798 8.2734
C 0.3068 6.9011 -2.4817
C -0.7078 4.5613 5.1578
C -6.0636 -0.9976 7.9414
C 3.7670 -1.7551 -2.5376
C -3.9480 -1.7041 4.7989
C 5.7184 0.3539 4.3191
C -0.1909 -2.2393 -0.2350
C 3.8107 -3.1074 -3.3092
C 5.5295 -0.4473 3.0148
C 4.1858 -1.1288 3.0842
C -1.3420 -0.8008 1.5661
C 7.1598 0.7701 4.6505
C 5.6896 0.4749 1.8064
C 0.5376 4.9037 8.3367
C -2.3620 -1.5772 -7.8155
C -0.0681 -6.0833 -2.4904
C 6.2369 -1.6472 -2.4839
C 8.0195 -0.4921 4.7560
C 1.1760 6.3747 -4.8514
C 7.1530 -4.0147 -2.4411
C 7.2109 -2.5659 -4.5964
C 4.9582 -1.5862 -1.6407
C 1.2916 5.8926 -1.8601
H 2.4978 1.6444 -8.1597
H -3.7457 -2.7554 5.0373
H -3.0768 1.5049 -3.3047
H 4.9383 -0.6132 -1.1451
H -5.0871 -0.0109 -2.0203
H -7.2465 0.9968 -3.7714
H -6.0113 2.2009 -1.2195
H 0.1472 2.8207 -0.4385
H 0.4070 -2.2671 -1.1531
H 8.2213 -0.3149 1.6050
H 0.7272 1.1271 -6.9264
H 2.6436 7.1235 -6.1901
H 0.5382 -0.6805 2.7154
H 1.8712 1.3523 4.1648
H -1.4548 -1.7820 2.0338
H -5.1750 -1.0416 9.9364
H -5.5151 -2.7712 -5.5342
H -2.8577 -1.1628 9.2720
H 1.6977 2.1763 -1.2204
H -2.6834 -3.2176 -4.0802
H 2.4337 -0.0421 -0.5882
H -5.8973 1.2986 8.3025
H -6.8800 -4.2824 0.1031
H -3.5675 0.2847 8.6752
H -0.5711 2.8791 9.5665
H 0.5345 3.6391 3.7961
H -5.8175 2.5891 -2.8662
H 3.1386 -5.1221 -2.6549
H -0.5019 2.4214 4.5299
H 9.7328 -1.1669 1.9914
H -1.9876 0.0994 -5.7388
H -2.0404 3.7744 9.0945
H -1.9910 0.1687 -9.1561
H -4.9414 -2.4644 8.9900
H 3.4229 -0.3529 3.2151
H 2.8466 -1.5996 -1.9665
H 3.0080 -2.4390 -5.2520
H 7.0492 -4.9434 -3.0048
H -8.1294 -1.6039 7.6402
H -2.5099 0.6624 -7.6097
H 1.5075 8.5628 -2.9973
H 1.1975 4.8755 -6.4020
H -5.6668 -3.9724 1.8418
H -1.0844 6.8905 -0.7615
H 0.8621 -5.5206 -2.4180
H -7.2212 0.5275 8.9663
H -5.0055 0.8216 4.9267
H 7.8692 -3.1528 4.6880
H 4.8767 1.1962 1.7140
H -1.1025 -4.2194 -2.7032
H -1.3983 5.4501 6.9160
H -3.1518 -3.5923 -8.5178
H -1.4158 1.2089 -3.0576
H 2.8097 2.3486 -5.2461
H 0.0396 5.3600 5.1561
H 3.8529 -1.7630 2.2628
H 2.6980 -3.8618 -1.4938
H -3.6885 -0.1801 -8.6222
H 8.2148 -3.8031 -2.3283
H 8.9753 -0.0064 4.9710
H -0.8756 -7.5439 -1.4906
H -0.0898 5.4129 9.0680
H -0.4381 -4.4310 2.5286
H -2.8202 -0.2237 -0.8450
H -1.3369 -4.8756 -1.1687
H -3.1412 -1.7683 -0.1110
H 2.2986 0.9657 5.8189
H -8.1950 1.6225 -2.4677
H -0.7992 -3.1320 -0.3644
H -0.2535 -1.3077 -7.8107
H 1.7903 2.7348 0.3254
H 0.8706 4.9101 -1.6391
H -0.4294 1.9833 1.6483
H -4.1636 -3.5780 -1.0566
H -3.1857 -5.7671 0.9337
H -1.8273 7.3547 -2.2603
H 3.2828 5.0092 -2.4195
H 5.9555 -3.1058 2.2310
H 0.0204 2.6037 -3.8285
H 3.1489 6.6845 -2.5566
H -3.8307 -7.6333 2.1375
H -5.4512 -0.5417 -4.9839
H 0.9585 1.5399 8.3981
H 2.0974 4.7707 5.8082
H 1.6288 6.1814 -0.8612
H -5.3268 -1.6275 -7.6800
H 5.0634 1.2294 4.2433
H 1.4231 4.5959 8.8916
H -4.6233 0.1416 -6.3417
H -7.1101 0.7733 7.2179
H 8.4910 -3.4047 3.0770
H 5.5420 -5.3185 -3.9720
H 1.6109 8.4261 -5.5641
H 2.8708 0.0016 -4.9917
H 4.0872 -1.6936 4.0142
H -2.5024 -5.7273 -3.5899
H -6.9338 -2.8589 7.9391
H 0.6142 0.7264 5.2184
H -4.0091 -4.7764 2.0021
H -5.4569 -3.4036 -7.9126
H -1.3922 4.7998 4.3455
H 6.7087 -1.7561 -5.1201
H -4.4527 1.3296 6.4378
H 4.9136 -2.3217 -0.8336
H -0.3211 4.2627 -4.2607
H -6.5688 -2.7549 -0.3701
H 1.7165 -0.2698 -7.1012
H 1.6453 4.4210 -4.0498
H -1.4173 5.6640 -2.1208
H 1.0585 0.2330 -4.8119
H 8.2501 -2.3275 -4.3479
H 7.7689 -1.0863 5.6350
H -0.7325 0.0355 3.4501
H -3.2811 0.8695 5.1868
H -4.0901 -2.1006 -3.5732
H 2.8550 0.3657 1.0674
H 0.0576 9.1103 -2.5637
H -6.8432 -1.8631 5.2708
H 3.0989 3.6871 6.4607
H -5.4406 -3.9706 -2.1037
H -3.0438 -1.3634 4.2970
H 5.2596 -0.1983 5.1427
H 7.0037 1.2456 5.6214
H 3.6576 -0.9014 -3.2170
H -0.6900 -2.2600 -9.2234
H -2.4782 -1.5857 -3.6291
H -4.1477 -3.7835 -5.8267
H -0.6303 7.9886 -5.1281
H -0.6964 -3.0248 -7.7683
H 0.5524 6.3179 -6.9813
H 1.0433 1.6424 2.3223
H -3.1006 -2.2424 7.2222
H 7.5755 1.5109 3.9687
H -2.2038 -1.4850 -1.7172
H -7.5317 -1.8385 9.3311
H -1.4210 -6.3360 2.3018
H -2.2663 4.0251 6.6339
H 6.6716 -4.1719 -1.4762
H 7.3490 -3.3854 -5.3039
H -2.3054 -0.7292 6.7284
H -2.1061 -5.4721 3.7789
H -3.9584 0.3738 -4.7963
H 2.3199 -3.9782 -4.8027
H 3.0277 3.5424 4.7643
H -3.6436 -2.1096 -9.3409
H 6.9907 -1.6001 -1.6939
H 3.0229 5.2514 -4.7488
H 9.5401 -2.5158 4.1807
H -1.7541 2.3541 8.1859
H 1.9773 -2.4855 -3.8533
H 2.8376 7.8278 -4.5122
H 5.8139 -0.1130 0.8949
H 0.9036 5.4717 7.4802
H -2.3239 -0.3357 1.6721
H 9.3014 0.3245 2.6378
H -4.7657 -1.8402 4.0878
H 6.2694 -0.7511 -3.1023
H -0.4371 5.2764 -5.9044
H -3.9934 -5.8179 -1.4440
H 4.3114 -4.4094 -1.6737
H 1.9547 -1.0223 0.6816
H 6.6083 1.0647 1.8412
H 0.5011 -2.2859 0.6075
H 1.2367 8.6082 -1.2716
H 0.3503 -0.4807 -2.0445
H -7.6102 -0.0490 -1.1660
H -0.1142 -6.4193 -3.5326
*
```

Löwdin atomic charge list, values in e, 99 entries: number 1, O, carries 0.01; number 2, O, carries -0.07; number 3, O, carries -0.01; number 4, O, carries -0.08; number 5, O, carries -0.03; number 6, O, carries -0.04; number 7, O, carries -0.08; number 8, O, carries -0.06; number 9, O, carries -0.09; number 10, O, carries -0.06; number 11, O, carries -0.03; number 12, O, carries -0.02; number 13, O, carries -0.08; number 14, O, carries -0.08; number 15, O, carries 0.00; number 16, O, carries -0.07; number 17, O, carries 0.01; number 18, O, carries -0.02; number 19, N, carries -0.11; number 20, N, carries -0.11; number 21, N, carries -0.13; number 22, N, carries -0.13; number 23, N, carries -0.11; number 24, N, carries 0.18; number 25, N, carries -0.12; number 26, N, carries 0.18; number 27, N, carries -0.08; number 28, C, carries -0.15; number 29, C, carries -0.48; number 30, C, carries -0.23; number 31, C, carries -0.02; number 32, C, carries -0.02; number 33, C, carries -0.02; number 34, C, carries 0.00; number 35, C, carries -0.24; number 36, C, carries -0.03; number 37, C, carries -0.14; number 38, C, carries -0.01; number 39, C, carries -0.25; number 40, C, carries -0.50; number 41, C, carries -0.15; number 42, C, carries -0.49; number 43, C, carries -0.17; number 44, C, carries -0.01; number 45, C, carries -0.15; number 46, C, carries -0.44; number 47, C, carries -0.27; number 48, C, carries -0.10; number 49, C, carries -0.04; number 50, C, carries -0.16; number 51, C, carries -0.04; number 52, C, carries -0.48; number 53, C, carries -0.15; number 54, C, carries -0.67; number 55, C, carries -0.18; number 56, C, carries -0.02; number 57, C, carries -0.26; number 58, C, carries -0.50; number 59, C, carries -0.02; number 60, C, carries -0.24; number 61, C, carries -0.02; number 62, C, carries -0.03; number 63, C, carries -0.04; number 64, C, carries -0.04; number 65, C, carries -0.20; number 66, C, carries -0.15; number 67, C, carries -0.48; number 68, C, carries -0.02; number 69, C, carries -0.13; number 70, C, carries -0.02; number 71, C, carries -0.48; number 72, C, carries -0.23; number 73, C, carries -0.13; number 74, C, carries -0.03; number 75, C, carries -0.22; number 76, C, carries -0.03; number 77, C, carries -0.03; number 78, C, carries -0.04; number 79, C, carries -0.49; number 80, C, carries -0.15; number 81, C, carries -0.51; number 82, C, carries -0.15; number 83, C, carries -0.03; number 84, C, carries -0.14; number 85, C, carries -0.02; number 86, C, carries -0.49; number 87, C, carries -0.51; number 88, C, carries -0.04; number 89, C, carries -0.12; number 90, C, carries -0.17; number 91, C, carries -0.02; number 92, C, carries -0.02; number 93, C, carries -0.48; number 94, C, carries -0.21; number 95, C, carries -0.11; number 96, C, carries -0.15; number 97, C, carries -0.51; number 98, C, carries -0.01; number 99, C, carries -0.03

***

[2]
Here is a 2-piece molecular cluster, C4H14NO2 overall from the Open Molecules 2025 dataset. Energies are from the ωB97M-V functional and the def2-TZVPD basis.

Computed properties:
E in Ha: -365.742536
Gap between HOMO and LUMO in eV: 10.804

Geometry as ORCA input:
```
! RIJCOSX wB97M-V def2-TZVPD def2/J DEFGRID3
* xyz 1 1
O -3.0372 -1.1042 -0.4745
O -0.1804 -1.9086 -0.3978
N -0.8375 0.7495 0.2174
C 1.2083 -1.6611 -0.6345
C 1.3384 -0.0904 -0.3833
C 1.0697 2.0453 1.1137
C 0.5513 0.5389 0.6659
H -1.1984 1.5630 0.6409
H 0.3155 2.5773 1.6609
H -0.6526 -2.0720 -1.2767
H -0.8965 0.6794 -0.7903
H 1.8003 -2.1781 -0.0117
H 0.6449 -0.2623 1.5862
H -1.5286 -0.0025 0.5888
H 1.3358 2.5594 0.1436
H -3.8581 -1.5569 -0.4021
H 1.2243 0.3254 -1.4412
H 1.5801 -1.9931 -1.5142
H 1.9829 1.9151 1.7488
H -3.2630 -0.2632 -0.8570
H 2.4010 0.1391 -0.1829
*
```

Just the Löwdin charges please, in e? Sure, here they are: number 1, O, carries -0.02; number 2, O, carries -0.09; number 3, N, carries 0.19; number 4, C, carries -0.18; number 5, C, carries -0.17; number 6, C, carries 0.00; number 7, C, carries -0.35; number 8, H, carries 0.13; number 9, H, carries 0.06; number 10, H, carries 0.13; number 11, H, carries 0.16; number 12, H, carries 0.08; number 13, H, carries 0.22; number 14, H, carries 0.18; number 15, H, carries 0.10; number 16, H, carries 0.05; number 17, H, carries 0.15; number 18, H, carries 0.09; number 19, H, carries 0.10; number 20, H, carries 0.04; number 21, H, carries 0.13

***

In order of appearance, HOMO = -7.6, -14.1 eV.
In order of appearance, energy relative to the best compared isomer or geometry (same formula, charge and spin) = 0.0, 231.5 kJ/mol.
In order of appearance, E_LUMO = 0.2, -3.3 eV.